[1]
{
  "formula": "C28H76O10",
  "method": "the ωB97M-V functional and the def2-TZVPD basis",
  "homo_energy_ev": -9.244,
  "smiles": "CC(C)O.CC(C)O.CC(C)O.CC(C)O.CC(C)O.CC(C)O.CCOCC.CCO.CCO.CCO",
  "e_tot_ev": -50741.7693,
  "gap_ev": 9.37,
  "relative_energy_kcal_mol": 44.8,
  "e_lumo_ev": 0.12,
  "elements": ["C", "C", "C", "O", "H", "H", "H", "H", "H", "H", "H", "H", "C", "C", "C", "O", "H", "H", "H", "H", "H", "H", "H", "H", "C", "C", "C", "O", "H", "H", "H", "H", "H", "H", "H", "H", "C", "C", "C", "O", "H", "H", "H", "H", "H", "H", "H", "H", "C", "C", "C", "O", "H", "H", "H", "H", "H", "H", "H", "H", "C", "C", "C", "O", "H", "H", "H", "H", "H", "H", "H", "H", "C", "C", "O", "C", "C", "H", "H", "H", "H", "H", "H", "H", "H", "H", "H", "C", "C", "O", "H", "H", "H", "H", "H", "H", "C", "C", "O", "H", "H", "H", "H", "H", "H", "C", "C", "O", "H", "H", "H", "H", "H", "H"],
  "coordinates": [[-17.998, 14.193, -20.880], [-19.432, 14.293, -20.339], [-20.435, 13.608, -21.239], [-19.503, 13.623, -19.087], [-17.960, 14.683, -21.853], [-17.631, 13.185, -21.075], [-17.267, 14.647, -20.212], [-19.758, 15.317, -20.157], [-20.245, 13.813, -22.292], [-21.470, 13.857, -21.006], [-20.410, 12.520, -21.183], [-18.719, 13.858, -18.586], [-22.337, 12.348, -16.594], [-22.729, 11.985, -18.019], [-23.495, 13.080, -18.746], [-21.538, 11.663, -18.737], [-21.597, 13.146, -16.530], [-21.956, 11.512, -16.007], [-23.175, 12.755, -16.028], [-23.321, 11.070, -17.993], [-24.543, 13.012, -18.454], [-23.466, 12.849, -19.811], [-23.181, 14.109, -18.567], [-20.961, 12.430, -18.722], [-22.070, 17.173, -18.986], [-21.989, 17.139, -20.527], [-23.187, 16.345, -21.122], [-22.221, 18.433, -21.016], [-21.491, 17.998, -18.572], [-21.677, 16.233, -18.600], [-23.096, 17.237, -18.622], [-21.053, 16.754, -20.931], [-23.207, 16.356, -22.212], [-24.123, 16.772, -20.762], [-23.173, 15.305, -20.796], [-21.702, 19.050, -20.494], [-17.060, 18.273, -23.298], [-18.037, 17.144, -23.036], [-19.583, 17.509, -23.064], [-17.785, 16.242, -24.003], [-16.015, 17.966, -23.267], [-17.133, 18.961, -22.456], [-17.261, 18.788, -24.237], [-17.806, 16.759, -22.043], [-19.895, 18.143, -22.233], [-20.233, 16.635, -23.081], [-19.744, 18.072, -23.983], [-17.950, 16.675, -24.844], [-22.278, 14.101, -24.365], [-21.897, 12.833, -25.184], [-21.409, 13.168, -26.544], [-20.788, 12.188, -24.507], [-23.035, 14.711, -24.857], [-21.477, 14.830, -24.241], [-22.661, 13.860, -23.373], [-22.776, 12.190, -25.224], [-20.691, 13.986, -26.473], [-22.240, 13.495, -27.169], [-20.893, 12.337, -27.025], [-20.054, 12.799, -24.607], [-17.064, 15.519, -15.247], [-17.560, 14.224, -15.934], [-19.006, 13.887, -15.539], [-17.412, 14.313, -17.343], [-17.680, 16.361, -15.562], [-16.060, 15.782, -15.580], [-17.186, 15.554, -14.165], [-16.849, 13.462, -15.615], [-19.407, 13.069, -16.137], [-19.679, 14.734, -15.666], [-19.099, 13.762, -14.460], [-16.491, 14.531, -17.505], [-14.974, 10.532, -22.237], [-16.401, 10.450, -21.675], [-16.291, 10.802, -20.270], [-17.431, 10.456, -19.503], [-17.063, 10.807, -18.104], [-14.480, 11.415, -21.832], [-14.451, 9.612, -21.976], [-15.027, 10.607, -23.323], [-17.104, 11.127, -22.159], [-16.689, 9.407, -21.808], [-18.219, 11.071, -19.939], [-17.799, 9.448, -19.693], [-16.610, 11.798, -18.079], [-16.310, 10.122, -17.713], [-17.903, 10.763, -17.411], [-14.344, 13.514, -19.412], [-14.332, 15.015, -18.999], [-14.861, 15.130, -17.721], [-13.686, 13.002, -18.710], [-13.910, 13.500, -20.412], [-15.319, 13.037, -19.322], [-14.936, 15.573, -19.715], [-13.355, 15.481, -19.125], [-14.617, 15.971, -17.327], [-17.946, 18.211, -18.023], [-17.203, 17.926, -19.270], [-15.991, 18.610, -19.210], [-18.378, 19.211, -18.038], [-17.312, 18.197, -17.136], [-18.777, 17.527, -17.848], [-17.776, 18.261, -20.134], [-17.004, 16.866, -19.426], [-15.430, 18.143, -18.586], [-17.031, 12.875, -26.146], [-17.534, 13.002, -24.689], [-18.709, 13.742, -24.714], [-17.736, 12.365, -26.802], [-16.059, 12.386, -26.207], [-16.862, 13.874, -26.548], [-16.768, 13.469, -24.070], [-17.691, 11.981, -24.342], [-18.507, 14.602, -24.338]]
}

=====

[2]
{
  "formula": "C28H77ClN7O11",
  "method": "the ωB97M-V functional and the def2-TZVPD basis",
  "total_charge": -1,
  "homo_energy_ev": -5.750,
  "e_tot_ev": -75745.7896,
  "gap_ev": 7.82,
  "relative_energy_kcal_mol": 136.7,
  "e_lumo_ev": 2.07,
  "elements": ["Cl", "O", "O", "O", "O", "C", "C", "C", "O", "C", "N", "H", "H", "H", "H", "H", "H", "H", "H", "H", "H", "H", "C", "C", "C", "O", "C", "N", "H", "H", "H", "H", "H", "H", "H", "H", "H", "H", "H", "C", "C", "C", "O", "C", "N", "H", "H", "H", "H", "H", "H", "H", "H", "H", "H", "H", "C", "C", "C", "O", "C", "N", "H", "H", "H", "H", "H", "H", "H", "H", "H", "H", "H", "C", "C", "C", "O", "C", "N", "H", "H", "H", "H", "H", "H", "H", "H", "H", "H", "H", "C", "C", "C", "O", "C", "N", "H", "H", "H", "H", "H", "H", "H", "H", "H", "H", "H", "C", "C", "C", "O", "C", "N", "H", "H", "H", "H", "H", "H", "H", "H", "H", "H", "H"],
  "coordinates": [[3.668, 4.490, -2.986], [2.770, 4.306, -4.089], [4.677, 3.554, -3.068], [4.306, 5.788, -3.063], [2.914, 4.282, -1.782], [6.382, -0.249, 3.340], [4.938, -0.919, 3.211], [4.546, -1.698, 4.505], [3.203, -2.190, 4.304], [2.944, -3.361, 5.081], [4.024, 0.184, 2.998], [6.400, 0.276, 4.295], [6.566, 0.432, 2.509], [7.195, -0.974, 3.381], [4.693, -1.477, 2.307], [4.555, -1.031, 5.367], [5.265, -2.469, 4.782], [1.858, -3.411, 5.167], [3.409, -3.328, 6.066], [3.385, -4.275, 4.684], [4.246, 0.839, 3.734], [4.321, 0.760, 2.224], [9.167, 3.469, -9.364], [9.809, 4.899, -9.498], [10.295, 5.279, -10.979], [11.453, 4.536, -11.336], [11.735, 4.522, -12.759], [9.028, 5.997, -9.039], [8.585, 3.183, -10.240], [8.556, 3.371, -8.468], [9.934, 2.698, -9.285], [10.737, 4.781, -8.939], [10.316, 6.349, -11.185], [9.401, 4.936, -11.500], [11.266, 3.607, -13.120], [12.804, 4.512, -12.969], [11.245, 5.367, -13.244], [8.101, 5.898, -9.427], [8.790, 5.845, -8.069], [10.262, -3.509, -1.347], [10.000, -2.180, -2.131], [10.765, -2.058, -3.464], [12.166, -1.996, -3.021], [13.098, -2.163, -4.122], [8.600, -1.919, -2.177], [11.348, -3.552, -1.427], [9.679, -4.316, -1.792], [10.033, -3.511, -0.282], [10.361, -1.329, -1.553], [10.497, -1.155, -4.012], [10.672, -2.960, -4.067], [13.017, -1.332, -4.823], [12.969, -3.117, -4.633], [14.123, -2.219, -3.756], [8.082, -2.486, -2.832], [8.315, -0.976, -2.398], [2.825, 6.554, -10.024], [2.524, 5.074, -10.503], [0.979, 4.728, -10.512], [0.489, 3.376, -10.784], [0.677, 2.547, -9.682], [3.057, 5.039, -11.844], [2.092, 7.189, -10.523], [3.841, 6.930, -10.137], [2.624, 6.615, -8.954], [3.109, 4.534, -9.758], [0.469, 5.379, -11.221], [0.494, 5.336, -9.749], [1.595, 2.727, -9.123], [0.711, 1.467, -9.820], [-0.153, 2.635, -8.981], [2.516, 5.545, -12.530], [3.084, 4.064, -12.107], [-1.896, -0.120, -2.114], [-1.182, -0.686, -0.918], [-0.044, -1.532, -1.225], [0.454, -2.186, -0.032], [1.398, -3.263, -0.327], [-0.799, 0.337, 0.015], [-1.969, -0.762, -2.992], [-1.353, 0.705, -2.577], [-2.878, 0.243, -1.809], [-1.894, -1.400, -0.504], [0.814, -1.010, -1.650], [-0.402, -2.262, -1.951], [0.884, -4.136, -0.729], [1.956, -3.553, 0.563], [2.086, -3.084, -1.153], [-1.670, 0.798, 0.238], [-0.479, 1.094, -0.573], [-0.643, 9.598, -2.254], [-0.137, 10.837, -3.005], [-0.911, 11.061, -4.293], [-0.309, 12.130, -5.142], [-0.840, 12.298, -6.438], [-0.099, 11.984, -2.042], [0.163, 9.333, -1.570], [-0.708, 8.812, -3.007], [-1.604, 9.775, -1.771], [0.882, 10.708, -3.371], [-1.957, 11.254, -4.057], [-0.857, 10.131, -4.860], [-1.912, 12.177, -6.284], [-0.577, 11.686, -7.301], [-0.727, 13.311, -6.823], [0.173, 11.604, -1.146], [-1.081, 12.091, -1.830], [14.649, 7.860, -1.587], [13.535, 8.072, -2.685], [12.071, 7.837, -2.248], [11.814, 6.568, -1.716], [11.522, 5.636, -2.733], [13.683, 9.445, -3.126], [14.234, 8.193, -0.636], [15.652, 8.257, -1.741], [14.622, 6.771, -1.535], [13.811, 7.451, -3.537], [11.369, 8.167, -3.014], [11.718, 8.583, -1.535], [10.516, 5.914, -3.046], [11.568, 4.715, -2.151], [12.274, 5.707, -3.520], [12.747, 9.817, -3.207], [14.023, 10.029, -2.375]]
}